1.
A molecular structure, C22H32Cl2N3O3Ti at a distorted geometry, computed with the ωB97M-V functional and the def2-TZVPD basis.

Structure (XYZ):
```
63
Properties=species:S:1:pos:R:3:forces:R:3:mulliken_spin:R:1
N 0.0785 -0.1544 2.4108 0.801 -0.261 0.586 0.000
H 5.0133 1.7206 -0.1321 -0.176 -0.122 0.023 0.000
H -1.6935 -3.9489 0.3385 0.202 -0.056 -0.131 0.001
C -0.8118 0.3203 -2.8970 -0.966 0.372 0.535 -0.026
Cl 0.3265 2.1848 0.3225 0.186 1.495 0.257 0.019
C -0.1750 0.8801 3.2323 -0.231 -0.292 0.210 0.002
H -4.8054 0.5358 -1.3191 0.263 0.374 -0.013 0.000
H 0.0063 -5.4515 -2.5342 0.136 0.113 0.072 0.000
O 1.8704 -0.3639 0.0558 1.566 -0.315 -0.975 0.002
C -0.7969 3.0489 -5.5789 0.050 -0.125 0.134 0.000
C -4.3414 1.5040 -1.5618 -0.439 0.284 -0.121 0.000
N -0.0255 -4.0711 -0.9536 0.043 -0.424 -0.007 0.018
C -0.1135 -0.5072 5.2010 -0.020 0.229 -0.531 0.000
C 3.9291 1.6240 0.0085 -0.238 0.368 -0.065 0.001
H -2.4791 2.3389 -2.3609 0.115 -0.055 0.105 -0.003
C 0.6479 3.7702 -3.7806 -0.209 -0.322 -0.076 -0.004
H 0.2390 4.9507 -5.5431 -0.057 -0.228 0.103 0.000
O 0.0836 0.1019 -1.8603 0.248 -0.761 0.371 0.003
C 0.3828 2.5767 -3.0974 0.071 -0.030 0.202 0.000
H 1.2461 -5.7190 -1.2865 -0.060 0.160 -0.092 0.000
H 1.3135 4.4993 -3.3184 -0.183 -0.067 -0.183 0.000
H -1.6081 -5.4025 -0.7073 0.027 0.166 0.115 0.000
C 3.7569 1.3584 -2.4602 0.250 -0.254 -0.036 -0.001
C -0.3003 0.7498 4.6204 0.158 -0.309 -0.434 -0.001
C 2.5238 -0.1183 -0.9919 -0.847 0.369 0.830 0.002
C 0.3853 -1.3343 2.9792 -0.410 0.431 0.457 0.006
H 1.4207 -4.3551 -2.4364 -0.217 -0.269 0.154 0.001
C -1.0421 1.8529 -4.9039 0.088 0.091 0.238 0.001
H -0.2967 1.8457 2.7486 -0.132 -0.232 0.007 0.001
H -0.5428 -5.2737 0.7051 -0.079 0.198 -0.153 0.000
C -1.0316 -4.7002 -0.0954 0.064 -0.108 -0.089 0.001
C -0.4713 1.6195 -3.6427 -0.301 -0.125 -0.211 -0.007
H 4.8458 1.2940 -2.5912 -0.200 0.019 -0.001 0.000
H 0.7199 -2.1253 2.3047 -0.273 0.196 0.185 -0.001
C -2.8840 -1.1193 -2.2260 -0.314 -0.123 0.260 -0.004
N 3.3801 0.8965 -1.1305 0.015 -0.455 0.045 -0.002
H 3.5011 2.6343 0.0536 -0.006 -0.276 0.104 0.000
C 0.7054 -4.9521 -1.8541 0.108 0.163 -0.049 -0.002
H 0.4693 -2.5506 4.7448 -0.016 0.236 -0.002 0.000
H 1.0277 -2.3868 -1.5511 -0.345 -0.138 0.135 0.005
H -0.7417 -0.4969 -3.6398 0.009 0.065 0.066 -0.002
H -2.3911 -1.7911 -2.9408 -0.087 0.086 0.125 -0.001
H 3.2583 0.7286 -3.2066 0.117 0.272 0.133 0.000
C -2.2741 0.2529 -2.2986 0.497 1.164 -1.990 0.038
C -2.9519 1.3945 -2.1099 0.091 -0.719 0.142 -0.010
H -1.2719 3.2273 -6.5437 0.153 -0.002 0.201 0.000
H 0.8097 2.3952 -2.1021 -0.230 0.089 -0.533 0.004
H 3.4479 2.4034 -2.6081 -0.043 -0.343 0.091 0.000
H -3.9519 -1.0574 -2.4935 0.373 -0.184 0.104 0.000
H -4.9784 2.0125 -2.3106 0.140 -0.200 0.243 0.000
H -2.8209 -1.5632 -1.2212 0.011 0.082 -0.277 0.001
H 2.3933 -0.7351 -1.9019 -0.034 0.445 0.253 0.001
C 0.0492 4.0150 -5.0171 0.005 -0.170 0.090 0.000
Cl -2.3873 0.1632 0.7983 -1.306 -0.062 0.827 0.000
H -0.2601 -0.6589 6.2703 0.111 0.002 -0.276 0.000
H -1.7013 1.0826 -5.3258 0.225 0.408 0.079 0.000
H 3.7143 1.0898 0.9370 -0.073 0.117 -0.250 0.000
Ti -0.3007 -0.0073 0.0457 1.338 0.882 -0.364 0.946
O -0.3831 -2.0060 -0.0863 1.040 -2.877 -1.593 -0.015
H -4.3734 2.1479 -0.6638 0.133 -0.374 -0.272 0.000
H -0.5554 1.6332 5.1988 0.064 -0.219 -0.011 0.000
C 0.2443 -2.7802 -0.8855 -1.319 1.688 1.608 0.023
C 0.2686 -1.5528 4.3598 0.114 -0.066 -0.351 0.001
```
Positions in Å, forces in eV/Å.

The calculation puts the gap between HOMO and LUMO (spin up / spin down) at 6.550 / 7.885 eV. As for the maximum force: 3.4 eV/A. Its multiplicity is 2. The total charge is 0. The relative energy (zero: lowest compared OMol25 entry of this formula, charge and spin) is 0.00 kJ/mol. Its LUMO energy (spin up / spin down) is 0.13 / 0.12 eV. As for the expectation value of S²: 0.75. The value obtained for the total energy is -3017.50639 hartree.



2.
A molecular structure, C22H32Cl4F4N2O26S4Y at a distorted geometry, computed with the ωB97M-V functional and the def2-TZVPD basis.

Structure (XYZ):
```
95
Properties=species:S:1:pos:R:3:forces:R:3:lowdin_charge:R:1
S -12.3199 -7.4048 -5.4965 1.218 3.457 -9.530 0.510
H -13.4646 -4.9125 -0.8626 0.242 0.126 -0.257 0.052
H -15.4683 -6.2006 -2.7402 -0.915 -0.060 0.502 0.092
O -17.2698 -10.0734 -6.4567 0.799 -0.469 -0.207 0.081
C -15.1137 -4.6805 -4.1449 -1.186 0.053 -0.478 -0.098
O -8.4593 -8.5239 -5.2631 1.653 0.299 -1.555 0.004
O -16.9945 -6.0772 -4.1699 -0.455 -0.435 1.629 0.050
H -10.9460 -7.5822 2.6705 0.737 -0.274 0.604 0.143
O -11.1444 -11.8550 -7.6294 -0.341 1.897 0.264 0.112
Cl -14.4090 -1.5148 0.1004 -0.037 0.637 -0.049 0.576
O -7.6782 -6.8878 -6.6723 -2.132 -1.181 1.962 0.107
C -16.0846 -5.4517 -3.2376 0.969 -0.065 -1.220 -0.094
H -8.4418 -3.2960 -2.2079 0.724 -0.202 -0.211 0.147
H -14.4759 -3.6181 1.0378 -0.219 -0.168 -0.118 0.066
N -11.1226 -11.3044 -3.0724 -0.510 -4.271 4.144 -0.421
O -11.4186 -12.3745 -0.5161 0.359 0.370 -2.315 -0.199
O -14.5315 -8.1191 -3.9058 2.787 0.394 -0.138 -0.207
H -10.7207 -3.2768 -3.9536 0.174 -0.878 -0.712 0.144
H -5.0595 -8.2616 -7.9472 0.015 -0.096 1.053 0.147
H -17.1561 -10.1569 -3.2530 -0.395 -0.086 -0.051 0.139
O -10.1169 -13.6944 -2.2383 -2.390 3.170 0.534 -0.221
H -13.9490 -8.0700 -9.0653 -0.225 -0.104 0.023 0.069
C -7.6614 -8.1386 -6.1403 -1.705 0.726 0.875 -0.468
S -10.7399 -12.4297 -1.7862 6.206 -1.820 3.328 0.628
H -14.0846 -7.3022 -11.3466 0.025 -0.018 0.233 0.077
C -10.2195 -7.5445 1.8588 -2.453 0.882 1.237 -0.097
O -13.1544 -6.7401 -2.3882 0.923 -0.936 -2.844 -0.260
H -9.8261 -12.9073 -8.6675 0.853 0.602 -0.316 0.150
O -10.5000 -8.7094 1.0989 0.907 -0.891 -1.808 0.107
C -10.5220 -8.3639 -0.2086 0.017 -0.440 -0.342 -0.460
O -19.4594 -10.0623 -6.8142 1.236 0.094 2.051 0.137
F -13.0137 -9.0232 -2.2256 0.350 0.293 -1.912 -0.186
H -6.5298 -8.5175 -8.7349 -0.531 -0.301 0.204 0.135
O -10.8728 -10.2788 -6.0257 0.163 -0.178 -0.944 -0.001
O -17.6196 -5.9748 -6.3558 3.285 1.688 3.465 0.119
F -11.0380 -7.7023 -6.4962 -0.315 0.688 1.391 -0.200
Cl -13.9890 -10.3792 -9.3488 0.087 -0.798 0.242 0.626
O -10.4527 -9.1366 -1.1843 -0.052 1.614 1.732 0.003
C -10.7150 -6.3924 0.9862 1.954 -0.548 0.560 -0.122
O -13.5052 -12.4264 -2.3698 4.244 0.939 -1.783 -0.223
O -13.3299 -7.9949 -6.3480 0.642 0.943 1.975 -0.225
H -15.0815 -3.6566 -3.7723 -0.240 0.379 -0.753 0.118
Y -10.1713 -9.5076 -3.7241 1.971 1.780 -0.411 1.755
H -9.1938 -7.3832 2.1906 -0.006 -0.745 -0.230 0.144
H -12.5127 -8.6041 -9.8539 0.111 -0.317 -0.100 0.057
F -9.4346 -11.5183 -1.5560 0.695 0.051 0.334 -0.231
C -13.5920 -8.7549 -9.8344 0.619 1.355 -0.059 -0.703
O -10.0111 -10.0474 -8.0904 0.622 3.188 1.879 0.092
C -14.2231 -8.3650 -11.1484 -0.810 0.666 1.117 -0.716
O -10.6158 -5.1260 -2.9390 1.111 -1.583 -0.304 0.057
H -10.5722 -10.1387 -10.0242 -0.320 -0.407 0.003 0.136
C -17.2436 -9.6352 -4.2061 0.688 -0.498 0.121 -0.107
C -16.8687 -5.6319 -5.4153 -1.384 -0.830 -2.513 -0.504
O -15.7736 -4.8149 -5.4475 0.462 0.614 -0.425 0.055
H -5.8310 -6.1241 -7.0741 0.103 -0.221 0.748 0.139
O -12.1406 -13.2579 -4.3032 0.388 0.797 1.763 -0.225
C -9.4925 -5.9053 -3.0757 -2.601 -2.850 0.577 -0.380
C -10.2387 -3.7667 -3.1076 -1.403 1.349 0.133 -0.139
H -14.0701 -4.9946 -4.1648 -0.329 -0.549 -0.383 0.083
H -13.4801 -3.3396 -1.7693 1.119 -0.143 -0.142 0.068
C -8.7576 -3.8134 -3.1138 0.022 2.881 0.123 -0.128
O -6.7157 -8.8513 -6.6894 0.430 -1.214 0.362 0.125
H -6.8030 -6.1349 -8.4024 -0.854 -0.511 -0.184 0.148
H -15.4805 -10.0256 -5.4913 -0.099 0.674 0.133 0.110
C -16.5059 -10.3425 -5.3010 2.596 -0.376 -0.680 -0.140
H -8.4311 -3.2871 -4.0107 0.803 -0.446 0.102 0.149
H -16.5863 -4.7118 -2.6139 -0.359 -0.661 0.234 0.128
C -14.5300 -3.2711 0.0059 0.667 -0.058 0.739 -0.666
O -18.5533 -9.7051 -4.7413 -1.357 0.221 1.287 0.092
C -18.5235 -9.9836 -6.0373 -2.280 0.569 -2.903 -0.581
H -16.8900 -8.6160 -4.0506 -0.440 0.137 -0.307 0.101
H -8.9638 -10.7909 -9.6936 0.132 0.421 0.189 0.145
H -11.1326 -12.3478 -9.6622 -0.474 -0.461 0.414 0.138
Cl -13.6179 -9.2050 -12.5327 0.396 -0.737 -0.767 0.588
C -10.4550 -12.0395 -8.8661 -1.820 -2.336 -1.755 -0.098
C -6.1320 -8.1461 -7.7904 -0.176 0.372 -1.463 -0.066
S -12.3803 -12.2081 -3.3380 -8.521 -1.449 -5.409 0.482
H -10.5573 -3.0738 -2.3287 -0.362 -0.883 0.712 0.092
H -9.9427 -5.6343 1.1159 -0.104 0.259 -0.893 0.115
O -10.6305 -7.0421 -0.3057 -0.364 0.715 -1.049 0.067
H -11.6404 -5.8868 1.2619 -0.355 -0.829 -0.637 0.095
F -12.9592 -11.0666 -4.2693 -1.076 0.623 -0.486 -0.206
C -9.9762 -10.6956 -9.3012 0.969 -0.967 -0.977 -0.115
S -13.2180 -7.8426 -3.3524 -2.669 -1.236 6.779 0.676
Cl -11.7717 -3.5205 0.0943 -1.077 0.167 -0.996 0.596
O -12.2409 -5.9465 -5.2999 -0.562 -3.108 0.331 -0.239
H -15.5139 -3.4754 -0.4165 0.262 -0.364 -0.163 0.069
H -15.2868 -8.5486 -10.9971 -0.085 -0.018 -0.552 0.079
C -6.6122 -6.7418 -7.5173 2.727 1.427 -1.474 -0.151
H -16.3415 -11.4170 -5.2209 -0.788 -0.290 0.482 0.137
C -13.3571 -3.8295 -0.8034 -1.027 0.011 0.910 -0.566
O -8.4095 -5.1452 -3.0550 0.549 -2.975 -0.644 0.130
C -10.7670 -10.6406 -7.2058 0.669 -1.894 2.395 -0.497
N -11.8198 -8.2403 -4.3149 -4.021 0.656 3.275 -0.394
O -9.5773 -7.1932 -3.1287 1.143 4.992 0.302 -0.051
```
Positions in Å, forces in eV/Å.

The calculation puts the gap between HOMO and LUMO at 6.272 eV. As for the maximum force: 10.2 eV/A. Its multiplicity is 1. The total charge is +1. The relative energy (zero: lowest compared OMol25 entry of this formula, charge and spin) is 0.00 kJ/mol. Its LUMO energy is -5.05 eV. The value obtained for the total energy is -6794.28298 hartree.